No. 1
Density functional theory data (ωB97M-V/def2-TZVPD) for a single C22H18NO2P molecule in a non-equilibrium geometry.

Summary:
SMILES string ... N#C/C(=C(/O)Cc1ccccc1)P(=O)(c1ccccc1)c1ccccc1
E ... -37981.2055 eV

Each line ends with the natural charge from an NBO analysis.
Element x y z (Å)
1 N 2.87 0.34 -0.06  -0.3513
2 C 1.87 0.54 0.48  0.2951
3 C 0.68 0.72 1.18  -0.7317
4 C 0.14 1.94 1.41  0.5381
5 O -0.96 2.15 2.12  -0.6516
6 C 0.70 3.18 0.77  -0.4924
7 C 0.06 3.21 -0.60  -0.0269
8 C 0.74 2.73 -1.71  -0.2212
9 C 0.11 2.67 -2.94  -0.1888
10 C -1.21 3.07 -3.07  -0.2165
11 C -1.89 3.54 -1.96  -0.2194
12 C -1.26 3.61 -0.73  -0.1666
13 P -0.32 -0.77 1.49  1.9527
14 O -1.38 -0.53 2.48  -1.1060
15 C -0.95 -1.13 -0.18  -0.4480
16 C -0.09 -1.46 -1.22  -0.1944
17 C -0.59 -1.60 -2.50  -0.1978
18 C -1.94 -1.39 -2.75  -0.1930
19 C -2.79 -1.06 -1.71  -0.2292
20 C -2.30 -0.92 -0.43  -0.1218
21 C 0.83 -2.11 1.94  -0.3421
22 C 1.95 -1.83 2.71  -0.1942
23 C 2.78 -2.87 3.11  -0.2068
24 C 2.49 -4.17 2.73  -0.1842
25 C 1.37 -4.44 1.96  -0.2107
26 C 0.54 -3.41 1.57  -0.2014
27 H -1.33 1.30 2.43  0.5312
28 H 0.41 4.06 1.35  0.2414
29 H 1.79 3.13 0.69  0.2453
30 H 1.77 2.41 -1.62  0.2271
31 H 0.65 2.30 -3.80  0.2138
32 H -1.70 3.01 -4.03  0.2129
33 H -2.92 3.86 -2.05  0.2131
34 H -1.80 3.96 0.13  0.2110
35 H 0.96 -1.61 -1.02  0.2329
36 H 0.08 -1.86 -3.31  0.2174
37 H -2.32 -1.50 -3.75  0.2153
38 H -3.84 -0.90 -1.90  0.2167
39 H -2.95 -0.66 0.40  0.2271
40 H 2.16 -0.81 3.00  0.2247
41 H 3.65 -2.66 3.71  0.2194
42 H 3.14 -4.97 3.03  0.2170
43 H 1.15 -5.46 1.67  0.2182
44 H -0.34 -3.61 0.97  0.2253


No. 2
Density functional theory data (ωB97M-V/def2-TZVPD) for a molecular structure, C22H19B11Br8N8OSTa.

Summary:
Net charge ... +3
ΔE to the lowest compared entry with this formula, charge and spin ... 0.0 kcal per mole

Each line ends with the Mulliken charge.
Element x y z (Å)
1 Ta 0.08 -1.28 -0.48  1.1311
2 C -1.36 -5.30 -1.92  -1.5669
3 C -0.64 -4.12 -1.40  1.2570
4 N -1.18 -2.96 -1.15  0.4925
5 N -2.53 -2.88 -1.40  -1.4401
6 C -3.03 -1.70 -1.26  0.5865
7 N -4.32 -1.47 -1.48  -0.3651
8 S -2.07 -0.31 -0.74  -0.3926
9 C 0.79 -4.20 -1.10  0.1546
10 C 1.60 -5.30 -1.31  -0.7904
11 C 2.95 -5.21 -0.99  -0.6251
12 C 3.45 -4.04 -0.43  -1.0051
13 C 2.58 -2.98 -0.22  0.0757
14 N 1.29 -3.06 -0.56  -0.0743
15 H -2.38 -5.05 -2.22  0.3679
16 H -1.40 -6.07 -1.15  0.3869
17 H -0.82 -5.71 -2.78  0.4491
18 H -4.92 -2.23 -1.77  0.2481
19 H -4.73 -0.56 -1.34  0.1979
20 H 1.19 -6.21 -1.73  0.5036
21 H 3.60 -6.05 -1.16  0.4892
22 H 4.49 -3.94 -0.17  0.5563
23 H 2.91 -2.06 0.25  0.4760
24 Br 0.11 2.00 0.56  -0.2894
25 B 1.02 3.66 0.08  0.4693
26 B 0.24 5.91 0.34  0.7096
27 C 1.42 6.41 -0.71  -0.5955
28 B 0.29 5.35 -1.36  0.4981
29 B 1.96 5.33 -1.93  0.2108
30 B 2.92 5.63 -0.42  0.4627
31 B 1.87 6.19 0.90  0.4512
32 B 0.93 4.77 1.49  -1.1716
33 Br 0.18 4.47 3.15  -0.1254
34 B 2.56 4.40 0.80  0.2850
35 Br 3.71 3.69 2.14  -0.1469
36 B 3.70 2.75 -1.28  0.3405
37 Br 5.05 3.27 -2.46  -0.0896
38 B 1.12 3.82 -1.75  -0.1472
39 Br 0.34 2.67 -3.01  -0.1398
40 B 2.55 3.93 -0.88  -0.3978
41 Br 3.62 1.02 -0.47  0.4307
42 H -0.80 6.36 0.63  -0.0242
43 H 1.37 7.44 -1.04  0.7291
44 H -0.75 5.55 -1.85  -0.0221
45 H 2.34 5.72 -2.97  -0.0897
46 H 3.96 6.15 -0.57  -0.0876
47 H 2.21 7.06 1.61  -0.0797
48 Br -2.10 -2.08 2.80  -0.1261
49 C -0.40 -1.66 3.50  -0.1061
50 C -0.17 -1.76 4.88  -0.3787
51 C 1.07 -1.47 5.38  -0.1569
52 Br 1.33 -1.60 7.24  -0.1197
53 C 2.15 -1.11 4.53  1.0004
54 C 3.46 -0.84 4.98  -0.8359
55 C 4.43 -0.53 4.08  -1.1336
56 C 4.10 -0.48 2.71  -0.2946
57 N 2.89 -0.72 2.24  0.2058
58 C 1.92 -1.01 3.13  0.2172
59 C 0.61 -1.28 2.66  0.3739
60 O 0.37 -1.18 1.32  0.5515
61 H -0.98 -2.05 5.53  0.4722
62 H 3.67 -0.90 6.04  0.3884
63 H 5.45 -0.33 4.39  0.4847
64 H 4.87 -0.26 1.99  0.5799
65 N 1.06 -0.75 -2.11  -0.8751
66 C 1.92 -0.51 -2.90  0.9370
67 C 2.98 -0.34 -3.69  0.3680
68 C 3.07 0.74 -4.62  -0.2033
69 N 3.14 1.65 -5.32  -0.3353
70 C 4.02 -1.27 -3.43  0.0777
71 N 4.78 -2.07 -3.08  -0.3850


No. 3
Density functional theory data (ωB97M-V/def2-TZVPD) for a molecular structure, C22H19B3F3HgNO28S in a non-equilibrium geometry.

Summary:
Net charge ... -2
ΔE to the lowest compared entry with this formula, charge and spin ... 0.0 kcal per mole

Each line ends with the Mulliken charge.
Element x y z (Å)
1 Hg -0.11 -0.01 0.80  3.6937
2 O -3.00 -3.18 -1.52  -0.4960
3 C -1.93 -3.68 -1.41  0.1633
4 O -1.58 -4.94 -1.65  -0.6067
5 B -0.12 -5.13 -1.54  1.1599
6 O 0.37 -3.81 -1.11  -0.5516
7 C -0.62 -2.95 -0.97  -0.1316
8 O -0.45 -1.81 -0.61  -0.4178
9 O 0.45 -5.56 -2.82  -0.5079
10 C 0.86 -6.81 -2.71  0.5927
11 O 1.21 -7.54 -3.59  -0.5998
12 C 0.80 -7.19 -1.21  0.5908
13 O 0.23 -6.18 -0.57  -0.4562
14 O 1.20 -8.21 -0.74  -0.6138
15 O -0.78 1.40 -0.99  -0.7199
16 C -1.15 1.71 -2.10  0.2290
17 O -0.80 2.81 -2.70  -0.5583
18 B -1.51 2.92 -3.98  1.0539
19 O -1.95 1.52 -4.25  -0.6229
20 C -1.93 0.83 -3.13  0.5026
21 O -2.30 -0.28 -2.91  -0.5173
22 O -2.69 3.81 -3.94  -0.4152
23 C -2.60 4.67 -4.95  0.5822
24 O -3.38 5.53 -5.24  -0.5999
25 C -1.28 4.41 -5.69  0.5915
26 O -0.65 3.44 -5.03  -0.5093
27 O -0.88 4.96 -6.67  -0.6047
28 O -4.96 -1.27 0.00  -0.5578
29 C -4.86 -0.13 0.31  0.4022
30 O -5.83 0.78 0.35  -0.5888
31 B -5.26 2.10 0.70  1.2869
32 O -3.87 1.80 1.13  -0.5928
33 C -3.58 0.56 0.82  0.5845
34 O -2.50 0.05 1.00  -0.8335
35 O -6.07 2.76 1.73  -0.5099
36 C -6.59 3.88 1.24  0.5661
37 O -7.30 4.64 1.83  -0.6126
38 C -6.04 4.07 -0.19  0.5858
39 O -5.24 3.03 -0.45  -0.4413
40 O -6.24 5.00 -0.91  -0.6048
41 C -1.56 -0.92 4.68  0.4718
42 F -2.11 -2.08 5.06  -0.2189
43 F -2.47 -0.22 4.01  -0.1514
44 F -1.22 -0.24 5.78  -0.2241
45 S -0.08 -1.25 3.64  1.1580
46 O -0.51 -2.17 2.60  -0.6180
47 O 0.23 0.07 3.02  -0.8242
48 O 0.90 -1.69 4.59  -0.6552
49 C 1.69 2.54 0.96  -2.3722
50 C 2.90 1.59 1.09  1.5557
51 C 3.29 1.49 2.57  -1.2320
52 C 4.30 0.38 2.78  -0.6883
53 C 3.75 -0.97 2.28  -1.3925
54 C 3.34 -0.94 0.81  1.7104
55 N 2.41 0.22 0.67  1.3187
56 O 1.92 0.25 -0.67  -0.2049
57 C 4.60 -0.87 -0.07  -1.5671
58 C 2.59 -2.23 0.53  -2.4610
59 C 4.02 2.16 0.20  -1.5025
60 H 0.85 2.15 1.54  0.2851
61 H 1.36 2.61 -0.08  0.4620
62 H 1.95 3.53 1.31  0.5954
63 H 3.77 2.43 2.83  0.4562
64 H 2.38 1.28 3.13  0.2449
65 H 4.55 0.21 3.83  0.4598
66 H 5.26 0.62 2.32  0.3298
67 H 2.90 -1.19 2.92  0.1309
68 H 4.52 -1.71 2.48  0.4598
69 H 4.80 -1.84 -0.53  0.4841
70 H 4.49 -0.23 -0.95  0.2137
71 H 5.48 -0.55 0.49  0.3046
72 H 2.28 -2.31 -0.51  0.5833
73 H 3.23 -3.07 0.78  0.7224
74 H 1.65 -2.31 1.08  0.0239
75 H 3.84 1.86 -0.84  0.2080
76 H 4.98 1.74 0.47  0.3004
77 H 3.97 3.25 0.17  0.4899
78 H 2.66 0.38 -1.28  0.2290


No. 4
Density functional theory data (ωB97M-V/def2-TZVPD) for a molecular structure, C22H19BaBrF6N5O5P in a non-equilibrium geometry.

Summary:
Spin multiplicity ... 2
E ... -137152.0760 eV
Net charge ... -1

Each line ends with the Löwdin spin population.
Element x y z (Å)
1 Ba 1.13 0.10 1.05  0.0005
2 C -2.19 2.44 -2.37  0.0000
3 C -0.87 1.81 -2.02  0.0000
4 N -0.31 1.94 -0.87  0.0000
5 N -1.00 2.70 0.03  0.0000
6 C -0.25 3.05 1.07  0.0000
7 O 0.95 2.73 1.31  0.0000
8 C -0.94 3.94 2.07  0.0000
9 C -0.20 4.51 3.10  0.0000
10 C -0.81 5.32 4.04  0.0000
11 C -2.18 5.56 3.97  0.0000
12 C -2.93 4.99 2.96  0.0000
13 C -2.31 4.18 2.01  0.0000
14 C -0.14 1.03 -3.05  0.0000
15 C -0.83 0.37 -4.07  0.0000
16 C -0.12 -0.32 -5.03  0.0000
17 C 1.26 -0.34 -4.95  0.0000
18 C 1.86 0.33 -3.90  0.0000
19 N 1.19 1.01 -2.98  0.0000
20 H -2.30 3.38 -1.85  0.0000
21 H -3.02 1.80 -2.05  0.0000
22 H -2.27 2.59 -3.45  0.0000
23 H 0.85 4.28 3.16  0.0000
24 H -0.23 5.75 4.84  0.0000
25 H -2.66 6.19 4.72  0.0000
26 H -4.00 5.16 2.90  0.0000
27 H -2.88 3.73 1.21  0.0000
28 H -1.92 0.39 -4.09  0.0000
29 H -0.64 -0.84 -5.83  0.0000
30 H 1.86 -0.87 -5.68  0.0000
31 H 2.94 0.32 -3.79  0.0000
32 N -1.69 -2.30 1.65  0.3927
33 N -1.12 -3.30 2.28  0.5363
34 C 0.55 -3.48 2.26  0.0105
35 O 0.85 -4.54 2.71  0.0176
36 O 1.01 -2.48 1.73  -0.0001
37 H -2.68 -2.39 1.43  0.0159
38 H -1.13 -1.90 0.91  0.0099
39 H -1.69 -3.72 3.02  0.0141
40 Br 2.68 -7.24 -3.73  0.0000
41 C 2.28 -5.55 -2.97  0.0000
42 C 2.85 -5.20 -1.76  0.0000
43 C 2.57 -3.95 -1.21  0.0000
44 C 1.71 -3.08 -1.87  0.0000
45 C 1.12 -3.46 -3.07  0.0000
46 C 1.42 -4.69 -3.63  0.0000
47 C 1.41 -1.74 -1.24  0.0001
48 O 0.21 -1.43 -1.02  0.0001
49 O 2.41 -1.03 -0.93  -0.0001
50 H 3.51 -5.89 -1.25  0.0000
51 H 3.01 -3.66 -0.27  0.0000
52 H 0.43 -2.79 -3.56  0.0000
53 H 0.98 -4.99 -4.58  0.0000
54 F -0.55 0.36 3.29  0.0020
55 P 0.32 0.24 4.70  0.0000
56 F -1.04 0.35 5.54  0.0000
57 F 1.20 0.08 6.02  0.0000
58 F 0.51 1.82 4.70  0.0001
59 F 0.15 -1.37 4.60  0.0005
60 F 1.69 0.10 3.77  0.0000


No. 5
Density functional theory data (ωB97M-V/def2-TZVPD) for a molecular structure, C22H19Cl2N4O2Os in a non-equilibrium geometry.

Summary:
Spin multiplicity ... 5
E ... -60680.0560 eV
Net charge ... +1

Each line ends with the Löwdin spin population.
Element x y z (Å)
1 Os 0.19 0.40 0.04  2.5180
2 Cl -4.39 4.06 -3.45  0.0032
3 C -3.44 3.22 -2.20  0.0127
4 C -2.11 2.94 -2.42  0.0067
5 C -1.53 2.20 -1.38  0.0241
6 N -0.17 1.61 -1.41  0.1617
7 C 0.88 2.30 -1.98  0.0482
8 O 0.89 3.12 -2.89  0.1093
9 C 2.18 1.91 -1.37  0.0655
10 C 3.34 2.56 -1.86  -0.0069
11 C 4.55 2.37 -1.27  0.0442
12 C 4.48 1.58 -0.07  -0.0113
13 C 3.30 0.87 0.30  0.0536
14 N 2.12 1.04 -0.33  0.0882
15 C -2.33 1.75 -0.16  0.0287
16 C -3.68 2.08 -0.06  0.0066
17 C -4.30 2.74 -1.07  0.0137
18 Cl -5.92 2.89 -1.08  0.0057
19 N -1.58 0.82 0.64  0.1720
20 C -2.19 0.16 1.70  0.0484
21 O -3.38 0.16 1.97  0.0993
22 C -1.20 -0.57 2.49  0.0203
23 C -1.62 -1.33 3.54  -0.0009
24 C -0.67 -1.98 4.35  0.0211
25 C 0.63 -1.88 3.93  0.0015
26 C 0.93 -1.27 2.71  0.0258
27 N 0.08 -0.56 2.04  0.0499
28 H -1.64 3.15 -3.36  0.0003
29 H 3.26 3.19 -2.69  -0.0007
30 H 5.53 2.83 -1.54  0.0020
31 H 5.28 1.47 0.66  -0.0009
32 H 3.25 0.41 1.27  0.0026
33 H -4.29 1.61 0.65  0.0007
34 H -2.67 -1.19 3.77  0.0000
35 H -0.90 -2.60 5.20  0.0011
36 H 1.38 -2.51 4.52  0.0000
37 H 1.87 -1.30 2.25  0.0021
38 C 1.59 -2.98 -0.36  0.0114
39 C 0.07 -2.81 -0.39  0.0372
40 C -0.48 -3.94 -1.32  0.0194
41 C -0.27 -1.50 -1.11  0.2639
42 H 2.06 -3.82 0.17  0.0003
43 H 2.06 -2.10 0.19  0.0060
44 H 1.94 -2.91 -1.42  0.0001
45 H -0.32 -2.80 0.64  0.0016
46 H -0.15 -3.61 -2.29  0.0017
47 H -1.52 -3.99 -1.23  0.0003
48 H 0.00 -4.92 -1.07  0.0044
49 H -1.31 -1.49 -1.17  0.0169
50 H 0.17 -1.38 -2.10  0.0205


No. 6
Density functional theory data (ωB97M-V/def2-TZVPD) for a molecular structure, C22H19F5N4O9SV in a non-equilibrium geometry.

Summary:
Spin multiplicity ... 2
ΔE to the lowest compared entry with this formula, charge and spin ... 46.5 kcal per mole

Each line ends with the Löwdin spin population.
Element x y z (Å)
1 V 1.31 -0.52 0.49  1.0513
2 O 1.10 1.13 0.79  -0.0339
3 C 1.56 1.84 1.90  0.0018
4 C 0.97 1.04 2.99  -0.0011
5 N 1.26 -0.39 2.78  -0.0040
6 C 2.52 -0.97 3.32  0.0002
7 C 3.16 -1.91 2.24  0.0014
8 O 4.14 -2.63 2.43  0.0004
9 O 2.49 -1.84 1.14  0.0016
10 C 0.16 -1.27 3.00  0.0036
11 C -0.69 -0.86 0.81  -0.0321
12 O -2.53 0.75 2.43  -0.0001
13 O -1.39 -1.16 -0.10  -0.0110
14 H -3.24 2.11 0.65  0.0000
15 H 2.65 1.79 1.87  -0.0004
16 H 1.16 2.90 1.93  -0.0006
17 H 1.37 1.38 4.07  -0.0006
18 H -0.10 1.23 3.03  0.0001
19 H 3.19 -0.16 3.59  0.0000
20 H 2.31 -1.48 4.26  -0.0003
21 H 0.43 -2.31 2.77  0.0003
22 H -0.27 -1.26 4.04  0.0010
23 F -0.89 4.61 -4.55  0.0000
24 C -1.26 4.26 -3.33  0.0000
25 C -1.20 2.96 -2.97  0.0000
26 F -0.76 2.10 -3.91  0.0000
27 C -1.66 2.62 -1.72  0.0000
28 F -1.76 1.32 -1.45  0.0002
29 C -2.06 3.63 -0.79  0.0000
30 S -3.04 3.39 0.69  0.0000
31 C -1.94 4.96 -1.19  0.0000
32 F -2.31 5.92 -0.38  0.0000
33 C -1.57 5.30 -2.50  0.0000
34 F -1.51 6.53 -2.91  0.0000
35 C -2.60 -2.55 3.75  0.0000
36 N -2.78 -1.08 3.77  -0.0004
37 C -3.45 -0.40 4.90  -0.0001
38 C -2.19 -0.38 2.77  -0.0013
39 N -1.01 -0.99 2.16  -0.0079
40 H -3.44 -2.94 4.34  0.0000
41 H -1.66 -2.83 4.23  0.0001
42 H -2.66 -2.90 2.69  -0.0001
43 H -4.44 -0.04 4.70  0.0000
44 H -2.81 0.40 5.26  0.0000
45 H -3.62 -1.13 5.73  0.0000
46 O 2.47 1.19 -2.65  0.0035
47 C 2.20 0.03 -2.50  0.0037
48 O 1.90 -0.50 -1.31  0.0244
49 C 2.17 -0.96 -3.67  0.0005
50 C 3.26 -1.06 -4.55  0.0001
51 C 3.27 -1.98 -5.62  0.0001
52 C 2.14 -2.80 -5.84  -0.0002
53 C 1.06 -2.70 -4.94  0.0000
54 C 1.06 -1.82 -3.87  -0.0003
55 N -0.10 -3.62 -4.86  0.0000
56 O -1.02 -3.26 -4.17  0.0000
57 O 0.05 -4.71 -5.34  0.0000
58 H 4.10 -0.46 -4.28  0.0000
59 H 4.15 -2.07 -6.28  0.0000
60 H 2.16 -3.54 -6.61  0.0000
61 H 0.19 -1.90 -3.23  -0.0001